Entry 1:
# C36H60I2N2O17S

A molecular structure, C36H60I2N2O17S at a distorted geometry (wB97M-V/def2-TZVPD, the Open Molecules 2025 dataset).

Each line ends with the Mulliken charge.
Cartesian coordinates (Å):
C 3.26655 -0.40028 1.88044  -0.66
C 2.55644 0.18045 3.23471  -0.05
I 3.94898 0.75165 4.88268  0.10
C 1.05472 0.31614 3.41428  -0.78
I 0.49433 1.17894 5.39576  -0.02
C -0.01965 -0.10535 2.24794  -0.24
C 0.12119 -1.59867 1.52426  0.03
C 0.26708 -2.72319 2.73237  -0.48
C -0.87286 -3.94039 2.61310  -0.05
C -0.66352 -4.90064 1.30213  -1.02
C -2.41906 -3.38768 2.79965  -0.87
N -1.36838 -0.24713 2.91401  0.62
C -2.47470 0.64019 2.39932  0.04
O -3.57821 1.11411 2.99150  -0.62
C -1.89404 0.91333 0.85462  -0.66
S -2.85506 1.99337 -0.31455  1.35
C -3.48478 0.93712 -1.77785  -0.80
O -2.06957 3.15793 -0.96253  -0.66
O -4.14489 2.56120 0.35360  -0.62
C -0.34160 1.19951 1.24798  0.80
O 0.06277 2.29834 2.11877  -0.04
C -0.67917 3.53865 1.90972  0.02
C -0.18386 4.58109 3.12116  -0.78
N -1.38125 4.77262 4.02864  -0.11
C -0.99376 5.03316 5.46715  -0.52
C -2.36246 4.73804 6.37859  0.15
C -3.04286 3.26984 6.05421  -0.59
O -2.04093 4.95089 7.79886  -0.54
C 0.46002 1.32855 -0.16958  -0.07
C 0.16814 0.43149 -1.53003  -0.26
C 1.00663 0.67116 -2.95771  -0.76
C 2.17977 1.84390 -3.10434  -0.42
C 2.49353 2.71955 -1.75123  -0.56
C 1.65685 2.48093 -0.32708  -0.27
H 2.67046 -0.23455 0.88753  0.12
H 4.39783 -0.02470 1.82462  0.40
H 3.35743 -1.58116 2.03370  0.21
H 1.04106 -1.68078 0.80339  0.22
H -0.82506 -1.91170 0.90799  0.21
H 0.09276 -2.26584 3.81709  0.21
H 1.36331 -3.18502 2.74697  0.31
H -0.66327 -4.62879 3.56599  0.36
H 0.36543 -5.47639 1.44153  0.28
H -1.51214 -5.73570 1.35261  0.33
H -0.68895 -4.28156 0.30679  0.22
H -2.50210 -2.59596 3.68911  0.15
H -2.83777 -2.97511 1.78103  0.15
H -3.11129 -4.30629 3.11901  0.41
H -1.42979 -0.64203 3.86937  0.50
H -1.93820 -0.14372 0.30039  0.48
H -2.57195 0.40155 -2.30190  0.28
H -4.31207 0.20531 -1.39235  0.31
H -3.89007 1.72545 -2.57703  0.30
H -0.39716 4.04812 0.87557  0.22
H -1.84672 3.45361 2.00451  0.17
H 0.77133 4.15215 3.66412  0.30
H 0.05014 5.60593 2.57860  0.26
H -2.05057 5.49150 3.67104  0.24
H -0.09631 4.32641 5.76389  0.18
H -0.72272 6.18607 5.54303  0.20
H -3.14554 5.55519 6.04142  0.24
H -2.26530 2.54904 5.55811  -0.07
H -3.96075 3.33811 5.30530  0.22
H -3.40560 2.74844 7.05886  0.29
H -1.29457 4.33663 8.08487  0.32
H -0.66790 -0.40142 -1.54109  0.42
H 0.74672 0.02484 -3.92657  0.29
H 2.76641 2.05941 -4.11200  0.32
H 3.31415 3.57767 -1.79984  0.27
H 1.96951 3.21600 0.55743  0.20
C -9.09822 3.43422 -4.82320  -0.62
O -7.77324 3.14374 -4.38226  -0.31
C -7.27981 4.02640 -3.47753  0.72
O -7.86397 5.00401 -3.03700  -0.54
O -6.02372 3.63297 -3.14768  -0.24
C -5.37577 4.47527 -2.19648  -0.50
H -9.39108 2.66533 -5.54331  0.22
H -9.79982 3.40440 -3.98332  0.29
H -9.13369 4.40680 -5.32460  0.29
H -5.92849 4.48698 -1.25153  0.31
H -5.26237 5.48947 -2.59285  0.32
H -4.37930 4.06675 -2.00683  0.02
C 0.51412 0.88407 -8.63143  -0.64
O 1.29584 0.54389 -7.48794  -0.24
C 2.15319 -0.48917 -7.68498  0.70
O 2.29404 -1.11634 -8.72318  -0.55
O 2.82688 -0.70366 -6.52675  -0.23
C 3.77157 -1.77046 -6.58632  -0.62
H -0.13477 1.72134 -8.36046  0.21
H 1.15755 1.20085 -9.45858  0.29
H -0.11781 0.04192 -8.93146  0.30
H 4.54532 -1.55975 -7.33164  0.29
H 3.26989 -2.71876 -6.80454  0.29
H 4.25095 -1.85244 -5.60689  0.21
C 3.74050 -0.66884 7.89014  -0.37
O 4.52222 -1.00901 9.03363  -0.32
C 5.37956 -2.04207 8.83659  0.69
O 5.52041 -2.66925 7.79839  -0.55
O 6.05325 -2.25656 9.99482  -0.32
C 6.99795 -3.32337 9.93525  -0.61
H 3.09161 0.16843 8.16111  0.29
H 4.38393 -0.35206 7.06299  -0.08
H 3.10856 -1.51099 7.59011  0.33
H 7.77169 -3.11266 9.18994  0.29
H 6.49627 -4.27167 9.71703  0.29
H 7.47733 -3.40535 10.91468  0.22
C 3.28479 -8.64520 -8.08976  -0.61
O 3.87218 -7.38774 -8.41860  -0.30
C 3.10093 -6.60144 -9.21107  0.76
O 1.99313 -6.88316 -9.64056  -0.54
O 3.77568 -5.44719 -9.44296  -0.31
C 3.07949 -4.51641 -10.26942  -0.58
H 3.98735 -9.19054 -7.45375  0.22
H 2.35420 -8.50228 -7.53109  0.28
H 3.10815 -9.23696 -8.99375  0.29
H 2.14073 -4.20832 -9.79783  0.28
H 2.89466 -4.94305 -11.26058  0.32
H 3.71108 -3.63165 -10.38819  0.19

As for the total energy: -103108.7517 eV. For the LUMO energy, the calculation gives -0.64 eV. The calculation puts the HOMO energy at -0.3139 Ha. Its spin multiplicity is 1. The charge is 0. Its largest force on an atom is 8.8 eV/Å. As for the gap between HOMO and LUMO: 7.90 eV.

=====

Entry 2:
# C36H60NO10P2S3Sc

A molecular structure, C36H60NO10P2S3Sc (wB97M-V/def2-TZVPD, the Open Molecules 2025 dataset).

Each line ends with the Mulliken charge.
Cartesian coordinates (Å):
Sc -0.89578 1.55049 1.03204  -0.07
C 3.75074 2.30673 -4.92177  -1.67
C 3.66818 0.95793 -4.18703  1.85
C 5.08352 0.40136 -3.96358  -1.71
C 2.90697 -0.02678 -5.07707  -2.01
C 2.98463 1.15834 -2.83621  -0.87
C 1.82350 0.54581 -2.49968  -0.58
C 1.20717 0.80222 -1.24111  -0.62
N 0.09067 0.26450 -0.75220  0.77
C -0.58435 -0.81116 -1.13491  -0.62
C -0.19453 -1.79816 -2.08034  -1.07
C -0.98915 -2.86411 -2.33668  -0.14
C -2.24426 -2.94771 -1.66202  -0.52
C -2.67783 -2.09028 -0.68902  0.02
C -1.80073 -0.99643 -0.34584  0.56
O -2.02357 -0.20656 0.61088  0.50
C -4.06115 -2.33587 -0.06542  2.67
C -4.12483 -3.77881 0.46167  -1.71
C -5.10988 -2.15619 -1.18237  -1.82
C -4.45345 -1.39584 1.07670  -2.53
C -0.51135 -3.95387 -3.30039  2.06
C -0.15773 -3.32901 -4.66043  -1.39
C -1.56790 -5.03617 -3.53671  -2.28
C 0.74004 -4.62821 -2.71173  -1.62
C 1.76889 1.80069 -0.34372  1.18
O 1.13616 2.11795 0.70511  -0.40
C 3.03628 2.39524 -0.68834  -1.14
C 3.58244 2.05434 -1.89087  0.13
C 3.68690 3.38619 0.27853  2.48
C 3.97274 2.68665 1.61917  -1.51
C 5.01913 3.91362 -0.26512  -2.36
C 2.75637 4.59255 0.50175  -1.27
H 4.23995 2.17896 -5.89102  0.46
H 2.75036 2.71101 -5.09113  0.35
H 4.32312 3.04277 -4.35300  0.34
H 5.58454 0.25803 -4.92422  0.48
H 5.69823 1.07621 -3.36399  0.31
H 5.03851 -0.56226 -3.45078  0.37
H 3.43513 -0.14750 -6.02453  0.51
H 2.83638 -1.01259 -4.60794  0.32
H 1.89893 0.33109 -5.30106  0.38
H 1.30872 -0.07125 -3.21647  1.15
H 0.77971 -1.73522 -2.53872  0.94
H -2.88863 -3.77606 -1.92466  0.50
H -3.97740 -4.51422 -0.33325  0.35
H -3.36043 -3.94660 1.22482  0.21
H -5.10220 -3.96641 0.91192  0.49
H -4.93614 -2.83281 -2.02267  0.30
H -6.10988 -2.35507 -0.78885  0.49
H -5.08743 -1.12871 -1.55260  0.38
H -3.76222 -1.43876 1.91801  0.17
H -4.50062 -0.36224 0.73549  0.37
H -5.44636 -1.68718 1.43092  0.64
H -1.02945 -2.83307 -5.09328  0.34
H 0.64193 -2.59136 -4.56868  0.10
H 0.17941 -4.10286 -5.35484  0.50
H -2.48547 -4.62195 -3.96332  0.41
H -1.17519 -5.76968 -4.24331  0.47
H -1.81498 -5.56712 -2.61357  0.41
H 1.55306 -3.91215 -2.57092  0.30
H 0.51457 -5.08036 -1.74226  0.33
H 1.09303 -5.41532 -3.38373  0.45
H 4.51927 2.51127 -2.17616  0.54
H 4.68391 1.86842 1.47819  0.35
H 4.41020 3.40182 2.32060  0.47
H 3.06246 2.27954 2.05758  0.08
H 5.73444 3.10271 -0.42970  0.42
H 4.88571 4.46387 -1.20023  0.40
H 5.45458 4.60049 0.46243  0.44
H 1.79807 4.29109 0.92229  -0.05
H 3.23711 5.29926 1.18262  0.51
H 2.57099 5.10823 -0.44427  0.30
O -4.68709 2.02905 2.75639  -0.57
P -3.27958 2.73478 2.88793  -0.13
O -3.10372 3.54921 4.09082  -0.76
O -2.18048 1.70030 2.59197  1.00
O -3.24456 3.72945 1.56939  -0.32
P -3.31657 3.14146 0.06623  0.17
O -3.68906 4.41508 -0.80218  -0.60
O -1.85910 2.78144 -0.26591  0.25
O -4.33786 2.08654 -0.03514  -0.75
H -4.84578 1.79358 1.81721  0.43
H -2.96366 5.04065 -0.88739  0.31
C -1.86893 -3.58441 4.54473  -0.45
C -1.76543 -2.32807 5.39927  -1.03
S -1.94551 -0.79048 4.42797  0.04
C -0.35442 -0.00103 4.75536  0.49
C 0.86847 -0.63070 4.09744  -1.08
S 0.92727 -0.50546 2.27802  0.66
C 0.70659 -2.21823 1.70190  -0.95
C -0.59363 -2.93717 2.05291  0.48
S -0.39993 -3.96679 3.55227  -0.19
H -2.73748 -3.53711 3.88635  0.19
H -1.99991 -4.45512 5.18967  0.49
H -0.81430 -2.30488 5.93153  0.33
H -2.56312 -2.34078 6.14451  0.52
H -0.19708 0.03901 5.83434  0.79
H -0.48758 1.02221 4.40709  -1.18
H 0.95903 -1.68322 4.35735  0.42
H 1.76545 -0.11925 4.45472  0.57
H 1.56627 -2.79170 2.05298  0.89
H 0.81085 -2.12699 0.62013  -0.22
H -0.86372 -3.59734 1.22664  0.60
H -1.40657 -2.23070 2.21664  -0.96
C 0.52440 4.94783 4.02274  -1.63
C 0.19097 3.59245 3.43413  0.42
O -0.38112 3.72511 2.12075  -0.46
H 1.00108 4.82979 4.99760  0.41
H -0.39090 5.52676 4.16263  0.37
H 1.20003 5.49740 3.36457  0.33
H -0.50602 3.06989 4.08748  0.27
H 1.09435 2.99490 3.29717  0.03
H -1.20542 4.22908 2.20280  0.29

As for the total energy: -132069.4555 eV. For the LUMO energy (spin up / spin down), the calculation gives -2.18 / -2.18 eV. The calculation puts the HOMO energy (spin up / spin down) at -0.2936 / -0.2928 Ha. Its spin multiplicity is 1. The charge is 0. Its largest force on an atom is 0.5 eV/Å. As for the gap between HOMO and LUMO (spin up / spin down): 5.81 / 5.79 eV.

=====

Number 2 is which compound? C36H60NO10P2S3Sc